1.
The following is a quantum chemistry calculation of a structure of composition C43H40AsN6O2Tl, from the Open Molecules 2025 dataset.

Structure (XYZ):
```
93
Properties=species:S:1:pos:R:3:forces:R:3
C -1.479 3.096 0.612 -0.04 0.03 0.00
H -5.428 0.183 -2.456 -0.04 0.02 0.11
C -1.855 5.025 2.002 0.00 -0.03 -0.01
H -2.896 -1.386 -0.884 0.15 0.05 0.01
C -3.935 -0.278 6.556 0.03 0.00 -0.03
N 1.569 -1.244 1.966 -0.03 -0.18 0.06
H -6.641 -0.229 3.349 0.05 -0.04 0.00
C -3.982 -1.395 -0.941 -0.10 -0.02 0.01
C 2.034 0.946 1.609 -0.05 -0.09 0.00
H -3.893 0.769 8.436 0.00 -0.01 -0.01
N -1.857 0.834 1.446 0.32 0.15 0.02
C 3.227 2.319 3.180 -0.02 -0.03 0.00
C -5.907 -1.036 3.425 -0.08 0.01 0.05
C -0.612 -4.112 0.963 0.00 0.02 0.00
C 1.336 -3.401 2.891 0.01 0.05 -0.03
N -0.868 0.419 -2.103 0.26 0.12 -0.19
H -6.491 2.155 2.859 0.02 0.01 -0.01
C -4.952 -0.580 5.667 -0.01 -0.03 -0.01
H -3.594 -0.959 8.571 0.00 0.01 -0.02
C -5.342 1.518 1.171 0.04 0.01 -0.01
C 2.745 3.161 0.971 0.03 0.03 0.03
N -2.508 0.732 -3.867 -0.05 -0.08 -0.06
H -5.231 -0.369 8.275 0.01 0.00 -0.02
C -6.903 2.445 -2.185 -0.17 -0.07 -0.05
C -5.443 2.124 2.550 -0.01 0.03 -0.02
N -4.484 2.227 -3.999 0.46 -0.12 -0.19
O -0.424 -2.052 -0.074 0.03 0.15 -0.18
C 1.520 2.610 -1.631 0.04 0.00 0.07
C 2.308 -3.113 3.867 -0.04 -0.01 -0.03
Tl -0.503 0.143 -0.022 -0.35 -0.23 0.26
H -1.352 -4.350 0.210 0.01 0.00 0.02
H 3.396 -3.799 5.560 -0.01 -0.01 -0.01
C -6.118 1.713 -1.133 -0.05 0.03 -0.03
C -0.034 -2.797 0.889 -0.01 -0.10 0.09
H -0.730 -0.777 3.466 -0.02 -0.01 0.01
C -1.447 4.469 0.799 0.01 -0.01 0.01
H -5.076 3.151 2.537 -0.01 0.03 -0.01
H 0.589 -6.571 3.907 0.01 0.03 -0.01
C 2.027 -5.302 4.852 0.00 0.01 0.00
H -6.674 3.512 -2.167 0.02 -0.01 0.00
H 2.297 -6.026 5.610 0.00 0.02 -0.02
C -1.699 0.607 -2.917 -0.32 0.05 0.18
C -6.094 2.149 0.181 0.03 0.03 0.00
H -1.828 0.083 6.720 -0.03 0.00 -0.02
H -0.736 0.954 3.773 -0.01 -0.06 0.03
H -1.838 6.097 2.150 0.00 -0.02 0.00
H 0.528 2.632 -2.071 -0.01 -0.05 -0.03
H 2.233 2.233 -2.361 0.05 0.02 0.01
H 2.824 3.965 0.255 -0.01 -0.02 0.00
H -6.667 2.076 -3.181 -0.05 0.05 0.15
C 0.938 -2.433 1.868 0.08 0.05 0.07
H 3.812 4.254 2.463 -0.02 -0.03 -0.01
C -2.297 4.177 3.007 -0.01 -0.03 0.01
C 2.096 1.977 0.664 0.06 -0.05 -0.02
H -5.634 -1.308 2.409 0.06 -0.03 -0.01
C -4.579 0.391 0.835 -0.03 -0.06 -0.12
C 3.310 3.323 2.229 0.02 0.02 0.01
C -4.652 -0.114 -0.486 -0.03 0.06 0.02
C 2.583 1.132 2.869 0.03 0.03 0.00
As -3.130 -0.471 1.861 -0.04 0.02 -0.25
C -2.322 2.801 2.829 0.05 0.05 -0.01
H 3.653 2.462 4.164 -0.01 -0.01 -0.03
H 1.797 3.611 -1.321 -0.06 0.01 0.01
H 2.490 0.339 3.597 0.00 0.00 -0.01
H -1.208 2.705 -0.365 -0.03 -0.05 0.02
C 1.079 -5.604 3.907 0.00 -0.01 0.01
C -0.964 -0.018 4.216 0.04 0.02 0.05
C -1.905 2.224 1.624 -0.06 0.02 -0.11
C 0.726 -4.667 2.921 -0.04 -0.01 -0.04
C -3.552 1.548 -3.896 0.05 0.16 -0.05
H -4.248 -1.594 -1.980 0.00 0.00 0.04
C -3.469 -0.328 3.785 -0.04 0.06 -0.01
N 1.337 -0.241 1.233 0.10 0.19 0.01
C -5.403 0.563 -1.440 -0.01 -0.14 0.07
H -4.300 -2.250 -0.342 -0.03 0.00 0.03
C 2.643 -4.045 4.822 0.02 0.00 0.02
C -2.397 -0.130 4.676 0.02 -0.03 0.01
O 1.472 1.698 -0.527 -0.17 0.08 -0.06
H 2.797 -2.150 3.857 -0.01 0.00 -0.01
H -2.660 2.169 3.637 -0.04 -0.02 0.01
H -5.947 -0.795 6.046 0.04 0.01 -0.01
H -2.625 4.586 3.955 0.00 -0.01 -0.01
C -0.256 -4.985 1.925 0.00 -0.05 0.03
H -7.977 2.335 -2.019 0.00 0.00 0.08
H -0.296 -0.174 5.064 -0.01 0.01 -0.01
H -6.668 3.031 0.457 0.01 -0.03 -0.01
C -4.737 -0.632 4.289 -0.03 -0.02 0.10
H -0.721 -5.965 1.961 0.02 0.02 0.00
H -4.887 1.583 3.305 0.03 0.02 -0.02
H -6.408 -1.896 3.871 -0.01 0.03 0.02
C -4.180 -0.206 8.039 -0.01 0.00 0.02
C -2.657 -0.086 6.038 0.02 0.00 0.02
H -1.119 5.106 -0.015 -0.01 0.00 0.01
```
Forces are in eV/Å.

Summary:
LUMO level ... -1.2 eV
Energy relative to the best compared isomer or geometry (same formula, charge and spin) ... 0.00 kJ/mol
Kohn-Sham gap ... 0.2464 Ha
Total charge ... 0

2.
The following is a quantum chemistry calculation of a structure of composition C43H40BrGeN6O2PZn, from the Open Molecules 2025 dataset.

Structure (XYZ):
```
95
Properties=species:S:1:pos:R:3:forces:R:3
N -0.855 1.612 1.532 -0.13 -0.13 0.24
N -3.159 -1.949 1.617 0.02 0.05 -0.05
H -4.835 2.218 1.760 0.01 -0.04 0.13
C -2.300 -1.136 0.934 -0.02 0.08 0.20
C 0.313 2.911 -6.443 -0.04 -0.03 -0.06
C 1.914 2.207 0.275 0.02 -0.08 -0.19
C -1.110 -2.631 1.954 0.16 -0.01 -0.09
H -3.895 2.778 -2.072 0.01 -0.02 -0.01
H -1.445 -4.104 -4.904 0.02 -0.05 0.06
H -1.614 2.192 -2.803 0.02 0.57 0.02
C 3.397 6.802 -3.403 -0.03 -0.03 -0.01
C 3.083 -2.723 -4.128 0.04 0.00 -0.04
H 3.024 -3.438 -6.163 -0.03 0.00 0.03
H 3.721 7.262 -4.328 -0.02 0.00 0.01
N -2.459 0.143 -2.687 -0.08 -0.26 0.18
H -2.336 6.116 0.111 0.00 -0.01 -0.02
H 4.340 8.273 -2.157 -0.02 -0.03 -0.01
H -1.656 0.024 -4.675 0.00 -0.01 0.08
H -4.378 3.138 0.317 -0.05 -0.33 0.51
H -4.428 3.933 1.894 0.04 0.07 0.01
H -4.982 -1.932 2.643 0.02 0.02 0.02
H 2.358 5.206 -4.392 0.06 0.03 -0.01
H 2.507 1.120 -3.818 0.03 0.02 -0.08
P -2.889 0.371 0.049 0.30 -0.14 0.08
Br 3.360 -1.797 -1.524 -0.11 -0.01 -0.01
H -2.253 4.185 3.045 -0.01 -0.05 -0.06
C -2.409 -2.896 2.264 -0.07 0.06 -0.04
C -1.945 3.322 2.476 0.06 0.02 -0.04
C -2.180 5.248 -0.519 -0.09 -0.07 -0.02
H -2.864 -3.656 2.879 0.04 0.04 -0.05
C -0.663 3.803 -1.747 0.04 0.15 0.09
C 0.196 -2.533 -1.664 0.25 0.10 -0.14
C -3.259 4.463 -0.905 0.26 0.49 -0.52
C 2.215 5.021 -2.258 0.01 -0.04 -0.04
C -0.754 2.650 2.414 0.01 -0.06 -0.11
H 4.143 -2.502 -4.151 -0.06 0.00 0.01
C -3.872 -0.001 -2.996 0.05 -0.09 -0.03
C 2.449 -3.260 -5.262 0.01 0.02 -0.06
H -0.289 3.424 -7.185 0.00 -0.03 0.03
C -0.896 4.923 -0.944 -0.03 -0.18 -0.05
C 2.633 5.641 -3.437 -0.05 -0.01 0.10
C 1.083 1.815 -6.812 -0.04 0.03 0.03
C 3.341 6.765 -1.002 -0.04 -0.04 -0.01
C -0.993 -3.712 -3.999 -0.08 -0.01 -0.02
H 0.715 0.231 -3.321 -0.37 -0.18 0.23
N -1.053 -1.545 1.130 -0.14 0.38 -0.21
H -4.470 0.448 -2.210 -0.02 0.02 0.04
O 1.954 -0.150 0.653 0.15 -0.39 0.33
H -4.136 -1.056 -3.087 0.03 -0.01 0.01
H -4.263 4.712 -0.577 0.17 0.25 -0.25
H 3.105 1.940 -1.532 0.00 0.05 0.03
C -3.049 3.369 -1.736 0.10 0.17 -0.08
H 2.476 0.318 -6.146 -0.04 0.01 0.01
C -4.187 3.007 1.379 -0.14 -0.38 0.20
H 2.492 3.058 0.628 0.06 0.07 -0.02
H -1.727 -2.932 -0.823 -0.03 0.10 0.03
C 2.054 1.986 -1.229 0.04 0.08 -0.01
C 1.882 1.625 -4.550 0.16 0.35 -0.29
C 2.332 0.996 1.110 -0.26 0.43 0.34
H -0.294 4.205 -4.840 0.01 -0.01 -0.05
C -1.459 0.109 -3.618 -0.02 -0.08 -0.11
Zn 0.567 -1.059 -0.234 -0.10 -0.43 -0.31
H 1.074 1.465 -7.837 0.01 0.01 0.01
H 0.860 2.382 0.509 0.28 0.01 -0.07
H -5.011 -2.775 1.085 0.02 -0.03 -0.02
C -1.099 -3.010 -1.705 0.09 0.02 0.09
C 1.122 -3.563 -5.207 0.01 0.01 -0.04
C -2.080 1.646 1.064 -0.11 -0.03 0.09
C -1.872 0.274 -1.458 -0.11 -0.22 -0.26
C 0.373 -3.347 -4.025 0.12 0.09 0.12
N -0.555 0.322 -1.591 -0.42 -0.17 0.25
C -0.290 0.230 -2.929 0.04 -0.39 0.18
C 1.105 2.719 -4.162 0.08 0.15 -0.10
C -4.613 -1.914 1.620 0.04 -0.05 0.07
H 0.621 -3.992 -6.068 -0.01 0.01 0.04
H 1.608 1.024 -1.479 0.21 0.16 0.00
O 2.950 1.170 2.153 -0.13 -0.17 -0.32
H 0.171 2.853 2.934 -0.07 -0.02 -0.02
C -1.763 3.043 -2.147 -0.01 0.21 -0.10
C 1.869 1.171 -5.864 0.06 -0.01 0.09
C -1.702 -3.589 -2.844 -0.01 0.02 0.04
H -4.959 -1.009 1.133 0.01 0.07 -0.02
C 3.747 7.367 -2.185 0.01 0.00 0.01
H 2.290 5.131 -0.108 0.02 0.03 0.01
N -2.789 2.685 1.613 -0.29 -0.17 -0.04
C 2.587 5.599 -1.040 -0.01 0.00 -0.09
Ge 1.172 3.355 -2.311 0.12 0.10 -0.05
C 0.976 -2.779 -2.857 -0.12 -0.06 -0.02
H 3.615 7.201 -0.049 0.01 -0.02 -0.01
C 2.370 -2.495 -2.984 0.02 0.05 0.07
H -2.737 -3.912 -2.794 0.02 -0.01 -0.02
C 0.320 3.355 -5.127 0.10 -0.09 0.13
H -0.068 5.560 -0.656 -0.02 -0.01 0.04
H -0.216 -3.148 2.264 -0.06 0.01 -0.03
H -4.088 0.497 -3.938 0.03 0.04 -0.02
```
Forces are in eV/Å.

Summary:
LUMO level ... 0.0 eV
Energy relative to the best compared isomer or geometry (same formula, charge and spin) ... 111.45 kJ/mol
Kohn-Sham gap ... 0.2825 Ha
Total charge ... 0